The following is a DFT calculation (ωB97M-V/def2-TZVPD) of a structure of composition H36O22V2.

XYZ file:
```
60
Properties=species:S:1:pos:R:3:forces:R:3:lowdin_charge:R:1
O -3.74520 0.43970 -3.21978 -0.6 -1.3 1.3 -0.018
H -1.89520 3.06770 0.51322 -0.4 0.8 -0.7 0.115
H 0.72780 -4.34630 0.55722 -0.2 -2.3 -0.4 0.065
O 0.50680 1.30770 -0.62378 -2.0 -0.4 -0.8 -0.328
O -0.86520 -0.08830 -3.98178 -1.0 -0.2 -0.8 -0.038
H -2.80120 0.56970 -3.24578 0.5 0.5 -0.6 -0.025
H 1.07880 2.66370 2.13922 0.2 0.2 -1.1 0.096
H 1.03480 -1.21730 5.10722 -1.0 -0.7 0.2 0.101
H -0.97420 0.17470 -4.90878 -0.4 -0.2 0.2 0.083
H -0.27420 -1.90930 -0.63178 -0.1 0.2 0.5 0.056
H -2.41720 -2.12130 0.47222 1.5 0.4 1.2 0.124
H 4.19880 -2.85330 0.77622 0.1 -0.1 -0.9 0.033
H 2.81680 -1.30630 -1.23778 0.3 -0.6 -0.1 0.069
H 2.52780 0.61270 -3.37778 1.8 0.3 -0.9 0.077
V -1.01220 0.74970 -0.60078 2.8 3.2 -5.9 0.980
O -1.66120 2.18470 0.77122 -0.5 0.0 -0.2 0.003
H 2.29380 -0.60930 4.88022 1.4 0.5 -0.3 0.113
V 0.58180 -0.25830 2.50522 0.5 -3.4 -3.3 1.034
H 1.47080 1.62070 -2.85578 0.2 0.7 0.0 0.078
H 0.60280 -3.04830 1.12722 -0.9 1.8 2.3 -0.055
O 1.66280 0.70770 -3.04478 -1.7 -0.9 0.3 0.004
H 2.58780 -3.17930 0.92722 1.0 0.0 -0.6 -0.019
H 3.29780 0.24970 2.09722 1.9 1.7 0.6 0.079
O 1.19980 -4.15430 3.50922 0.3 -1.7 0.4 -0.018
O 0.95180 -3.46030 0.38422 0.7 0.3 -2.6 0.019
O -0.41320 -1.16530 -1.23978 0.5 -0.9 -1.3 -0.045
H 0.07180 -0.12130 -3.90878 1.5 0.2 0.3 -0.009
O 0.96980 1.91570 2.71922 -0.8 -0.8 0.4 -0.003
O -1.48620 1.49370 -2.00078 0.4 -1.4 3.5 -0.286
O -1.19320 -0.17330 3.59122 -0.2 0.4 0.5 -0.014
H -1.03220 0.20570 4.45922 -0.1 0.4 0.5 0.106
H -4.22920 1.19470 -3.52578 0.1 0.9 -0.5 0.053
H -1.40220 2.26970 1.67922 0.4 -0.4 0.9 0.079
H -3.45520 0.52870 -1.21878 -1.7 0.4 -1.7 0.058
O -3.68420 4.10970 -2.96978 -0.1 -0.1 0.6 -0.034
H -3.32420 -0.02930 0.30022 -1.2 0.0 0.4 0.095
H -1.87220 -0.85330 3.75122 0.3 0.0 -0.6 0.137
H -0.90120 2.72070 -4.88678 0.8 0.3 -1.4 0.046
O 2.61180 -0.31130 1.84722 -2.9 -1.2 0.5 -0.006
H 1.01380 -4.69130 2.72722 0.2 0.0 0.5 0.041
O 3.46680 -3.07430 1.33422 -0.6 0.0 1.4 -0.048
H 1.43580 2.17570 3.49122 0.8 0.5 1.5 0.086
H 0.86180 -3.29930 3.33022 -0.3 1.0 -0.3 -0.067
H -2.90520 3.72070 -3.36278 0.4 -0.1 -1.1 -0.030
H 1.83880 1.83470 -0.47178 0.5 -0.2 0.2 -0.094
O -2.92320 0.15370 -0.53678 1.0 -1.5 1.8 -0.041
O 1.40480 -0.54030 4.54822 -0.3 0.7 0.3 -0.010
H -1.19120 2.46770 -3.48078 0.2 -0.6 1.2 -0.030
O -1.66920 -1.90830 1.12522 -2.4 -0.4 -1.7 -0.078
O -0.11020 0.17370 1.08122 0.5 -1.8 4.9 -0.387
H 2.67580 -0.45930 0.88722 0.1 0.0 -1.0 0.045
O 2.59580 2.39270 -0.23378 1.2 -0.5 0.5 -0.046
O 2.65380 -0.43630 -0.88578 0.4 -0.6 1.1 -0.029
H -1.55420 -2.74030 1.58222 0.0 -0.4 0.3 0.060
O 0.52580 -1.88130 2.44922 -0.1 3.5 0.1 -0.298
H 2.13680 -0.00430 -1.57278 -0.4 0.5 -0.3 -0.019
H 0.05480 -1.47330 -2.06278 -0.9 1.0 0.8 0.134
H -3.43320 4.01870 -2.05078 -0.4 0.3 0.5 0.009
H 2.17280 3.22670 -0.26078 -0.2 1.8 -0.1 0.017
O -1.60620 2.76270 -4.27278 -1.0 0.5 -0.3 -0.018
```
Positions in Å, forces in eV/Å.

As for the electronic energy: -3564.3454 hartree. The calculation puts the molar mass at 490.15 g/mol. The calculation puts the energy above the lowest of the compared OMol25 structures with the same formula, charge and spin at 153.25 kJ/mol. The charge is +2. Its LUMO energy is -8.3 eV.